Molecular formula: C36H37GeIrNO3
Method: DFT, ωB97M-V with the def2-TZVPD basis set

Each line ends with the Mulliken spin population.
Cartesian coordinates (Å):
Ir  -1.823  -0.016  -0.373  1.76
C  -1.948  -0.529  3.910  0.00
C  -2.512  -0.769  2.519  0.35
O  -2.242  0.135  1.663  0.09
C  -3.301  -1.933  2.269  -0.14
C  -3.778  -2.726  3.333  0.15
C  -4.553  -3.846  3.135  -0.07
C  -4.860  -4.254  1.843  0.13
C  -4.402  -3.519  0.770  -0.01
C  -3.638  -2.342  0.927  0.17
O  -3.306  -1.705  -0.137  0.23
H  -1.240  0.294  3.851  0.00
H  -1.431  -1.412  4.281  0.01
H  -2.735  -0.257  4.615  0.01
H  -3.549  -2.430  4.344  0.03
H  -4.920  -4.408  3.985  0.00
H  -5.459  -5.140  1.678  0.02
H  -4.624  -3.827  -0.243  -0.01
C  0.354  -0.703  -3.394  0.12
C  -1.042  -0.198  -3.506  -0.04
C  -1.723  0.067  -4.690  0.00
C  -3.027  0.419  -4.335  0.02
C  -3.091  0.350  -2.952  0.00
C  -4.313  0.527  -2.121  0.06
N  -1.867  0.003  -2.448  0.05
H  0.777  -0.809  -4.392  0.00
H  0.359  -1.672  -2.896  -0.02
H  0.978  -0.034  -2.805  -0.03
H  -1.318  0.010  -5.685  0.00
H  -3.843  0.658  -4.994  0.00
H  -5.193  0.494  -2.762  0.00
H  -4.302  1.474  -1.583  -0.01
H  -4.375  -0.274  -1.385  -0.01
C  -0.832  3.549  0.322  0.07
C  -2.300  3.353  0.095  -0.05
C  -3.202  4.562  0.171  0.00
O  -2.783  2.256  -0.179  0.08
H  -0.577  4.591  0.493  0.00
H  -0.288  3.174  -0.546  -0.02
H  -0.523  2.942  1.174  0.00
H  -2.656  5.470  0.403  0.00
H  -3.972  4.403  0.926  0.00
H  -3.708  4.680  -0.788  0.00
C  0.061  -0.672  0.046  1.05
Ge  1.919  -0.201  0.145  -0.10
C  2.874  -1.910  -0.284  -0.01
C  3.034  -2.965  0.606  0.01
C  3.571  -4.173  0.196  0.00
C  3.942  -4.362  -1.123  0.00
C  3.760  -3.332  -2.030  0.00
C  3.229  -2.129  -1.610  0.04
C  2.583  0.626  1.870  0.03
C  3.314  -0.037  2.846  -0.02
C  3.667  0.587  4.032  0.00
C  3.293  1.900  4.267  0.00
C  2.585  2.588  3.293  0.00
C  2.241  1.952  2.114  0.01
C  2.772  1.090  -1.125  0.00
C  4.158  1.043  -1.220  -0.01
C  4.857  1.927  -2.019  0.00
C  4.173  2.903  -2.726  0.00
C  2.792  2.968  -2.640  0.00
C  2.101  2.059  -1.856  -0.01
H  -0.033  -1.582  0.650  0.02
H  2.724  -2.848  1.637  0.00
H  3.688  -4.976  0.911  0.00
H  4.371  -5.302  -1.447  0.00
H  4.033  -3.469  -3.067  0.00
H  3.069  -1.334  -2.326  0.00
H  3.617  -1.061  2.678  0.00
H  4.235  0.046  4.780  0.00
H  3.552  2.385  5.198  0.00
H  2.303  3.622  3.457  0.00
H  1.689  2.492  1.357  0.00
H  4.695  0.288  -0.660  0.00
H  5.935  1.855  -2.092  0.00
H  4.715  3.607  -3.343  0.00
H  2.250  3.728  -3.187  0.00
H  1.020  2.084  -1.820  0.03

For the lowest unoccupied orbital energy (spin up / spin down), the calculation gives 2.37 / 2.32 eV. As for the expectation value of S²: 6.03. As for the spin multiplicity: 5. The HOMO energy (spin up / spin down) is -1.83 / -3.94 eV. For the largest force on an atom, the calculation gives 2.18 eV/A. The net charge is -1.


Molecular formula: C36H37IrN10O3S2
Method: DFT, ωB97M-V with the def2-TZVPD basis set

Each line ends with the Mulliken spin population.
Cartesian coordinates (Å):
Ir  -0.284  0.666  -0.340  0.00
C  -3.551  0.976  5.062  0.00
S  -4.186  0.699  3.397  0.00
C  -2.905  1.268  2.366  0.00
S  -1.336  1.808  2.987  0.00
N  -3.225  1.399  1.127  0.00
N  -2.202  1.735  0.244  -0.01
C  -2.486  2.657  -0.591  -0.01
C  -1.488  2.830  -1.673  0.04
C  -1.861  3.483  -2.886  0.41
C  -1.479  3.099  -4.178  -0.10
C  -0.826  1.980  -4.622  0.37
C  -0.210  0.827  -3.869  -0.10
N  -0.415  2.183  -1.448  0.16
H  -3.183  1.992  5.174  0.00
H  -2.771  0.262  5.314  0.00
H  -4.406  0.830  5.719  0.00
H  -3.425  3.198  -0.545  0.00
H  -2.589  4.281  -2.799  0.01
H  -1.838  3.759  -4.960  0.00
H  -0.724  1.919  -5.699  0.00
H  0.346  0.233  -4.596  -0.03
C  -5.672  -3.712  0.693  0.00
C  -4.372  -2.965  0.738  0.01
C  -3.656  -2.814  1.917  0.00
C  -2.517  -2.044  1.958  0.01
C  -1.982  -1.416  0.822  0.01
N  -0.822  -0.625  0.962  0.06
C  -0.239  -0.665  2.280  -0.02
C  0.596  -1.741  2.537  0.01
C  1.204  -1.868  3.771  0.00
C  0.997  -0.928  4.778  0.00
C  1.678  -1.062  6.110  0.00
C  0.145  0.135  4.512  0.00
C  -0.485  0.276  3.279  0.00
N  2.041  0.880  1.441  0.00
C  2.793  1.775  2.068  0.00
C  2.254  3.066  1.953  0.00
C  1.117  2.882  1.197  0.00
N  1.009  1.568  0.923  0.00
C  -2.659  -1.657  -0.393  0.01
C  -3.852  -2.370  -0.400  0.00
N  -2.191  -1.270  -1.675  -0.01
C  -2.479  -1.867  -2.850  0.00
C  -1.858  -1.161  -3.843  0.00
C  -1.164  -0.129  -3.201  0.05
N  -1.391  -0.212  -1.884  0.01
H  -5.738  -4.434  1.504  0.00
H  -5.794  -4.241  -0.251  0.00
H  -6.510  -3.019  0.795  0.00
H  -4.011  -3.275  2.830  0.00
H  -2.015  -1.926  2.906  0.00
H  0.769  -2.463  1.749  0.00
H  1.865  -2.708  3.951  0.00
H  1.320  -1.944  6.643  0.00
H  1.497  -0.191  6.737  0.00
H  2.756  -1.171  5.984  0.00
H  -0.027  0.889  5.271  0.00
H  3.690  1.458  2.577  0.00
H  2.638  3.992  2.345  0.00
H  0.387  3.592  0.845  0.00
H  -4.399  -2.456  -1.328  0.00
H  -3.066  -2.766  -2.887  0.00
H  -1.856  -1.384  -4.896  0.00
H  0.514  1.209  -3.153  0.12
C  3.265  1.241  -4.383  0.00
C  3.296  -0.144  -3.752  0.00
C  3.586  -0.175  -2.216  0.00
C  4.910  0.530  -1.899  0.00
C  5.333  0.398  -0.444  0.00
C  3.680  -1.650  -1.898  0.00
O  4.667  -2.317  -2.070  0.00
N  2.497  -2.236  -1.488  0.00
C  1.306  -1.618  -1.182  0.00
O  0.328  -2.287  -0.912  0.00
N  1.309  -0.231  -1.139  0.00
C  2.430  0.530  -1.523  0.00
O  2.410  1.731  -1.434  0.00
H  2.867  1.175  -5.397  0.00
H  4.265  1.665  -4.456  0.00
H  2.651  1.941  -3.817  0.00
H  4.084  -0.747  -4.208  0.00
H  2.356  -0.675  -3.944  0.00
H  4.792  1.581  -2.159  0.00
H  5.667  0.105  -2.560  0.00
H  4.579  0.822  0.221  0.00
H  6.267  0.933  -0.272  0.00
H  5.496  -0.645  -0.168  0.00
H  2.488  -3.244  -1.406  0.00

For the lowest unoccupied orbital energy (spin up / spin down), the calculation gives -5.17 / -5.20 eV. As for the expectation value of S²: 0.81. As for the spin multiplicity: 2. The HOMO energy (spin up / spin down) is -10.65 / -10.64 eV. For the largest force on an atom, the calculation gives 0.36 eV/A. The net charge is +1.


Molecular formula: C36H37NP2SeTc
Method: DFT, ωB97M-V with the def2-TZVPD basis set

Each line ends with the Mulliken spin population.
Cartesian coordinates (Å):
Tc  -0.190  0.106  2.322  1.17
C  -2.046  -0.081  4.991  -0.01
C  -2.435  0.016  3.671  0.03
C  -3.133  1.334  3.212  0.01
C  -2.328  2.251  2.304  0.02
C  -0.829  2.092  2.354  0.08
C  -0.168  1.878  3.636  0.01
C  -0.878  2.238  4.971  0.00
C  -1.510  1.078  5.755  0.00
C  1.604  0.353  1.590  0.02
H  -1.972  -1.023  5.506  0.00
H  -2.858  -0.861  3.120  -0.02
H  -3.484  1.899  4.083  0.00
H  -4.017  1.024  2.639  0.00
H  -2.597  2.033  1.254  0.00
H  -2.589  3.319  2.436  0.01
H  -0.277  2.706  1.648  -0.02
H  0.853  2.308  3.700  0.00
H  -1.619  3.039  4.878  0.00
H  -0.107  2.687  5.621  0.00
H  -0.783  0.694  6.484  0.00
H  -2.315  1.520  6.364  0.00
H  2.142  -0.519  1.227  0.00
H  2.217  1.167  1.971  0.00
H  1.012  0.766  0.712  0.01
P  -0.149  -1.559  -1.749  0.18
P  1.170  0.761  -1.588  0.27
C  -1.216  -0.156  -2.137  0.00
C  -0.566  1.044  -1.986  -0.01
C  -0.438  -2.738  -3.177  0.05
C  -1.517  -2.633  -4.074  0.03
C  -1.827  -3.678  -4.953  0.00
C  -1.031  -4.826  -5.008  0.01
C  0.103  -4.892  -4.195  0.00
C  0.405  -3.863  -3.297  0.03
C  -0.966  -2.458  -0.402  0.10
C  -0.269  -2.548  0.822  0.02
C  -0.880  -3.173  1.904  0.00
C  -2.171  -3.722  1.776  -0.01
C  -2.835  -3.675  0.539  0.01
C  -2.222  -3.040  -0.541  0.00
C  2.065  0.892  -3.244  0.05
C  1.891  -0.121  -4.213  0.04
C  2.478  -0.015  -5.477  -0.01
C  3.280  1.076  -5.813  0.03
C  3.482  2.065  -4.849  -0.01
C  2.881  1.982  -3.590  0.02
C  1.731  2.303  -0.770  0.11
C  3.048  2.304  -0.244  0.07
C  3.450  3.322  0.611  -0.01
C  2.585  4.390  0.871  0.02
C  1.323  4.443  0.262  -0.01
C  0.896  3.408  -0.570  0.02
H  -2.245  -0.280  -2.473  0.00
H  -0.997  2.035  -2.191  0.01
H  -2.134  -1.734  -4.090  0.00
H  -2.698  -3.618  -5.611  0.00
H  -1.288  -5.657  -5.677  0.00
H  0.742  -5.779  -4.246  0.00
H  1.285  -3.967  -2.656  0.00
H  0.756  -2.161  0.883  -0.01
H  -0.356  -3.186  2.870  0.00
H  -2.637  -4.166  2.652  0.00
H  -3.818  -4.123  0.421  0.00
H  -2.734  -3.023  -1.509  0.00
H  1.284  -0.997  -3.995  -0.01
H  2.295  -0.793  -6.222  0.00
H  3.733  1.151  -6.809  0.00
H  4.121  2.915  -5.098  0.00
H  3.057  2.779  -2.869  0.01
H  3.736  1.491  -0.496  0.00
H  4.446  3.294  1.057  0.00
H  2.905  5.201  1.519  0.00
H  0.677  5.307  0.410  0.00
H  -0.055  3.477  -1.110  0.00
Se  1.904  -2.658  5.629  0.61
C  1.094  -1.584  4.522  -0.01
N  0.538  -0.840  3.736  0.10

For the lowest unoccupied orbital energy (spin up / spin down), the calculation gives -6.10 / -8.47 eV. As for the expectation value of S²: 3.81. As for the spin multiplicity: 4. The HOMO energy (spin up / spin down) is -13.36 / -13.51 eV. For the largest force on an atom, the calculation gives 4.74 eV/A. The net charge is +2.


Molecular formula: C36H38AsCl3KNO6Si
Method: DFT, ωB97M-V with the def2-TZVPD basis set

Each line ends with the Löwdin charge.
Cartesian coordinates (Å):
K  0.468  0.123  0.071  0.53
O  -1.028  -3.735  0.114  -0.02
C  -0.267  -2.806  0.428  -0.67
O  0.556  -2.209  -0.310  -0.21
C  -0.337  -2.407  1.946  -0.11
C  0.869  -1.678  2.557  -0.26
C  0.844  -1.870  4.085  -0.11
C  -0.294  -0.910  4.500  -0.11
C  -0.735  -0.362  3.134  -0.26
O  0.534  -0.272  2.464  -0.20
C  -1.516  -1.452  2.365  -0.10
C  -2.431  -0.831  1.264  -0.65
O  -3.636  -0.709  1.548  -0.03
O  -1.865  -0.419  0.222  -0.19
H  -0.470  -3.363  2.456  0.13
H  1.817  -1.869  2.058  0.16
H  1.796  -1.573  4.530  0.10
H  0.647  -2.907  4.357  0.11
H  0.087  -0.102  5.128  0.10
H  -1.108  -1.407  5.028  0.11
H  -1.218  0.614  3.146  0.16
H  -2.194  -1.953  3.057  0.14
C  -3.877  5.987  1.243  -0.06
C  -2.950  4.823  1.024  -0.29
C  -1.592  5.016  0.786  -0.04
C  -0.781  3.913  0.562  -0.14
N  -1.226  2.660  0.548  0.09
C  -2.527  2.472  0.769  -0.11
C  -3.409  3.516  1.019  -0.02
H  -3.372  6.798  1.770  0.07
H  -4.754  5.693  1.819  0.07
H  -4.229  6.382  0.287  0.08
H  -1.161  6.010  0.775  0.10
H  0.280  4.036  0.371  0.09
H  -2.876  1.447  0.721  0.09
H  -4.453  3.284  1.189  0.11
C  2.861  2.320  1.803  -0.06
C  3.264  2.817  0.437  -0.30
O  2.148  2.727  -0.429  -0.23
C  2.478  3.052  -1.770  -0.28
C  1.292  2.737  -2.650  -0.07
H  3.683  2.443  2.512  0.08
H  2.602  1.263  1.776  0.05
H  1.996  2.868  2.182  0.08
H  4.091  2.222  0.032  0.07
H  3.598  3.868  0.483  0.12
H  3.355  2.473  -2.083  0.08
H  2.740  4.122  -1.824  0.12
H  1.116  1.661  -2.679  0.02
H  1.471  3.064  -3.675  0.08
H  0.396  3.237  -2.276  0.06
C  -0.170  -0.024  -7.282  -0.12
C  0.147  -1.145  -6.525  -0.10
C  -0.167  -1.185  -5.176  -0.14
C  -0.814  -0.113  -4.561  -0.36
C  -1.118  1.005  -5.324  -0.11
C  -0.798  1.051  -6.675  -0.11
As  -1.132  -0.260  -2.618  1.38
C  -2.727  0.884  -2.618  -0.30
C  -2.766  2.268  -2.569  -0.12
C  -3.989  2.928  -2.537  -0.11
C  -5.169  2.199  -2.530  -0.10
C  -5.135  0.812  -2.566  -0.03
C  -3.915  0.148  -2.620  -0.18
C  -3.730  -1.315  -2.662  -0.19
C  -4.748  -2.261  -2.688  -0.04
C  -4.426  -3.610  -2.709  -0.10
C  -3.100  -4.019  -2.683  -0.08
C  -2.075  -3.082  -2.651  -0.08
C  -2.400  -1.738  -2.668  -0.29
H  0.080  0.012  -8.336  0.09
H  0.652  -1.989  -6.980  0.10
H  0.109  -2.056  -4.593  0.09
H  -1.621  1.852  -4.871  0.08
H  -1.047  1.934  -7.254  0.09
H  -1.848  2.842  -2.533  0.09
H  -4.015  4.011  -2.490  0.09
H  -6.123  2.713  -2.481  0.09
H  -6.060  0.249  -2.537  0.10
H  -5.787  -1.953  -2.675  0.09
H  -5.219  -4.350  -2.714  0.09
H  -2.857  -5.074  -2.641  0.10
H  -1.047  -3.400  -2.544  0.10
Cl  2.600  -0.991  -3.048  -0.01
Si  3.608  -0.674  -1.052  -0.30
Cl  4.573  -2.679  -0.832  -0.10
Cl  5.345  0.377  -1.895  -0.06

For the lowest unoccupied orbital energy, the calculation gives 3.69 eV. As for the spin multiplicity: 1. The HOMO energy is -2.56 eV. For the largest force on an atom, the calculation gives 1.94 eV/A. The net charge is -2.


Molecular formula: C36H38O5P2PdS4Si
Method: DFT, ωB97M-V with the def2-TZVPD basis set

Each line ends with the Löwdin charge.
Cartesian coordinates (Å):
Pd  1.854  -0.344  -0.157  0.50
O  -0.474  0.394  -1.150  -0.35
P  -1.616  0.420  -0.196  0.73
C  -1.254  -0.463  1.368  -0.29
P  -0.682  -2.168  1.094  0.74
O  0.361  -2.240  0.000  -0.41
C  -2.137  -3.139  0.679  -0.28
C  -3.114  -3.398  1.641  -0.08
C  -4.237  -4.137  1.303  -0.07
C  -4.382  -4.622  0.009  -0.08
C  -3.407  -4.372  -0.946  -0.07
C  -2.281  -3.633  -0.613  -0.06
C  -0.131  -2.806  2.678  -0.31
C  -0.550  -2.287  3.900  -0.09
C  -0.118  -2.870  5.083  -0.07
C  0.725  -3.972  5.046  -0.08
C  1.145  -4.490  3.828  -0.09
C  0.720  -3.908  2.645  -0.09
C  -2.038  2.083  0.342  -0.26
C  -1.270  3.112  -0.193  -0.06
C  -1.525  4.426  0.178  -0.06
C  -2.545  4.709  1.073  -0.08
C  -3.312  3.681  1.611  -0.08
C  -3.058  2.369  1.249  -0.08
C  -3.081  -0.346  -0.920  -0.27
C  -3.002  -0.647  -2.278  -0.07
C  -4.093  -1.205  -2.931  -0.07
C  -5.260  -1.470  -2.228  -0.08
C  -5.339  -1.181  -0.871  -0.08
C  -4.255  -0.617  -0.218  -0.08
H  -2.115  -0.439  2.041  0.07
H  -0.444  0.107  1.837  0.07
H  -2.988  -3.040  2.656  0.10
H  -4.995  -4.340  2.048  0.11
H  -5.259  -5.200  -0.254  0.11
H  -3.523  -4.752  -1.952  0.11
H  -1.515  -3.424  -1.349  0.10
H  -1.191  -1.415  3.940  0.10
H  -0.434  -2.458  6.032  0.11
H  1.068  -4.419  5.970  0.11
H  1.820  -5.336  3.800  0.11
H  1.058  -4.296  1.691  0.11
H  -0.461  2.865  -0.866  0.09
H  -0.915  5.223  -0.227  0.11
H  -2.742  5.734  1.362  0.10
H  -4.104  3.905  2.315  0.10
H  -3.657  1.575  1.679  0.09
H  -2.079  -0.439  -2.804  0.11
H  -4.030  -1.436  -3.986  0.11
H  -6.111  -1.905  -2.736  0.11
H  -6.245  -1.401  -0.322  0.11
H  -4.326  -0.411  0.843  0.10
S  3.762  -2.105  3.695  0.65
C  4.105  -1.422  2.228  -1.85
S  2.555  -0.693  1.973  0.65
S  5.367  -1.243  1.216  0.63
C  3.396  7.995  -2.156  -0.05
C  3.252  6.535  -1.814  -0.27
C  2.211  5.778  -2.348  -0.04
C  2.053  4.444  -2.008  -0.06
C  2.947  3.855  -1.124  -0.27
C  3.997  4.586  -0.590  -0.04
C  4.143  5.919  -0.940  -0.04
S  2.694  2.188  -0.616  0.41
O  1.636  2.214  0.410  -0.37
O  3.954  1.677  -0.112  -0.34
O  2.217  1.441  -1.802  -0.37
H  2.974  8.214  -3.136  0.07
H  4.443  8.298  -2.158  0.08
H  2.875  8.615  -1.424  0.08
H  1.523  6.237  -3.048  0.11
H  1.258  3.850  -2.440  0.11
H  4.691  4.101  0.083  0.12
H  4.968  6.490  -0.531  0.11
C  3.425  -3.427  -0.743  -0.20
Si  2.942  -1.863  -1.591  0.51
C  4.320  -0.939  -2.386  -0.19
C  1.577  -2.146  -2.800  -0.19
H  3.260  -4.253  -1.441  0.04
H  2.796  -3.598  0.133  0.01
H  4.468  -3.422  -0.436  0.01
H  4.924  -1.658  -2.950  0.05
H  4.950  -0.442  -1.651  0.01
H  3.917  -0.186  -3.062  0.03
H  1.984  -2.747  -3.621  0.04
H  1.224  -1.196  -3.208  0.04
H  0.741  -2.676  -2.344  0.01

For the lowest unoccupied orbital energy (spin up / spin down), the calculation gives -2.01 / -2.01 eV. As for the spin multiplicity: 1. The HOMO energy (spin up / spin down) is -7.81 / -7.81 eV. For the largest force on an atom, the calculation gives 1.84 eV/A.